{"formula": "C4H7NO3", "method": "the ωB97M-V functional and the def2-TZVPD basis", "smiles": "O=C([O-])NCCC[O-]", "gap_ev": 6.46, "charge": -2, "e_tot_ev": -11892.5132, "homo_ev": 0.4, "species": ["O", "C", "O", "N", "C", "C", "C", "O", "H", "H", "H", "H", "H", "H", "H"], "xyz": [[-2.696, -2.445, -0.790], [-2.222, -1.294, -1.004], [-2.423, -0.526, -1.959], [-1.292, -0.860, -0.012], [-0.536, 0.361, -0.072], [0.710, 0.375, 0.823], [2.116, 0.828, 0.133], [2.793, 1.789, 0.820], [-1.183, -1.490, 0.753], [-0.202, 0.564, -1.093], [-1.172, 1.203, 0.263], [0.937, -0.638, 1.178], [0.607, 1.040, 1.683], [2.798, -0.060, 0.142], [1.765, 1.152, -0.865]], "lowdin_charge": [-0.157, -0.834, -0.099, -0.002, -0.265, -0.192, -0.529, -0.452, 0.085, 0.091, 0.097, 0.071, 0.071, 0.059, 0.056]}

=====

{"formula": "C4H7NO3", "method": "the ωB97M-V functional and the def2-TZVPD basis", "gap_ev": 9.10, "charge": 0, "e_tot_ev": -11886.4361, "homo_ev": -10.0, "species": ["C", "C", "C", "C", "H", "H", "H", "H", "H", "H", "H", "N", "O", "O", "O"], "xyz": [[-1.172, 0.023, 1.105], [0.383, 0.460, 0.882], [0.901, -0.885, 0.308], [0.703, 0.452, -1.833], [-2.131, 1.846, 0.311], [-1.525, -1.119, 0.478], [-1.282, -0.368, 2.272], [0.955, 0.900, 1.902], [0.639, 1.434, 0.238], [2.329, -1.003, -1.477], [1.649, 0.736, -2.859], [1.460, -0.431, -0.984], [-2.091, 1.149, 1.087], [0.682, -2.143, 0.966], [-0.558, 1.030, -1.647]], "lowdin_charge": [-0.264, -0.158, -0.253, -0.184, 0.140, 0.191, 0.154, 0.174, 0.125, 0.215, 0.213, 0.009, -0.159, -0.082, -0.121]}

=====

{"formula": "C4H7NO3", "method": "the ωB97M-V functional and the def2-TZVPD basis", "smiles": "CC(=O)N(O)C(C)=O", "gap_ev": 9.60, "charge": 0, "e_tot_ev": -11889.6365, "homo_ev": -9.2, "species": ["C", "C", "O", "N", "O", "C", "C", "O", "H", "H", "H", "H", "H", "H", "H"], "xyz": [[-2.437, -0.481, -0.027], [-1.188, 0.332, 0.038], [-1.055, 1.572, 0.095], [-0.087, -0.269, 0.051], [-0.130, -1.640, 0.011], [1.329, 0.356, -0.011], [2.317, -0.791, 0.105], [1.386, 1.568, -0.173], [-3.136, 0.331, 0.043], [-2.541, -1.014, 0.866], [-2.790, -1.043, -0.867], [-0.561, -1.629, -0.921], [2.314, -0.880, 1.361], [3.381, -0.501, -0.364], [2.202, -1.879, -0.568]], "lowdin_charge": [0.023, -0.529, 0.051, -0.080, -0.021, -0.347, -0.048, 0.112, 0.088, 0.077, 0.088, 0.164, 0.161, 0.107, 0.154]}

=====

{"formula": "C4H7NO3", "method": "the ωB97M-V functional and the def2-TZVPD basis", "smiles": "O=C(O)[C@H](O)N1CC1", "gap_ev": 10.26, "charge": 0, "e_tot_ev": -11891.8083, "homo_ev": -9.5, "species": ["O", "C", "O", "C", "O", "N", "C", "C", "H", "H", "H", "H", "H", "H", "H"], "xyz": [[-3.042, 0.426, -0.103], [-2.064, -0.146, 0.251], [-1.903, -1.469, 0.223], [-0.687, 0.589, 0.514], [-0.632, 1.627, -0.369], [0.391, -0.419, 0.161], [1.408, -0.404, -0.932], [1.777, -0.225, 0.518], [-0.959, -1.728, 0.393], [-0.464, 1.087, 1.540], [-0.910, 1.531, -1.293], [1.357, 0.596, -1.471], [1.597, -1.263, -1.449], [2.317, -1.042, 1.015], [1.813, 0.840, 1.002]], "lowdin_charge": [0.136, -0.477, 0.097, -0.271, -0.009, -0.137, -0.066, -0.137, 0.113, 0.191, 0.125, 0.122, 0.068, 0.101, 0.144]}

=====

charge of number 3 (C4H7NO3)?
0

=====

Which of these has the lowest charge?
number 1

=====

Which formula does entry 1 have?
C4H7NO3